No. 1
{
  "formula": "C45H38N5O3SSiTi",
  "method": "wB97M-V/def2-TZVPD",
  "elements": ["Ti", "S", "Si", "O", "O", "O", "N", "N", "N", "N", "N", "C", "C", "C", "C", "C", "C", "C", "C", "C", "C", "C", "C", "C", "C", "C", "C", "C", "C", "C", "C", "C", "C", "C", "C", "C", "C", "C", "C", "C", "C", "C", "C", "C", "C", "C", "C", "C", "C", "C", "C", "C", "C", "C", "C", "C", "H", "H", "H", "H", "H", "H", "H", "H", "H", "H", "H", "H", "H", "H", "H", "H", "H", "H", "H", "H", "H", "H", "H", "H", "H", "H", "H", "H", "H", "H", "H", "H", "H", "H", "H", "H", "H", "H"],
  "xyz": [[1.4041, 0.3005, -1.0959], [0.9119, 1.9518, -2.7676], [-1.7011, -0.9692, -0.8509], [-1.6583, 6.7746, 1.1357], [-0.1002, -0.6167, -1.2849], [-3.4027, 6.5715, -0.2102], [1.8676, -0.5371, 0.6069], [2.5687, -0.9511, -2.2305], [2.1700, -2.2009, -1.8247], [3.0117, 2.0235, 0.9996], [2.8322, 1.7800, -0.3135], [-3.7686, -2.0668, -2.4479], [0.4060, 0.4874, 3.8659], [2.8800, -3.9914, -0.4130], [-2.1533, 6.2473, 0.1787], [-3.1424, 2.7483, 1.5882], [2.2710, -1.8812, 0.6548], [-1.3994, 1.5216, 0.5074], [-2.8570, -0.9254, -4.8050], [3.1084, -3.7781, 1.9308], [-1.7853, -3.4636, 2.4579], [4.1187, 2.7593, 1.2001], [2.3366, -0.9143, -3.5650], [1.8161, -2.1133, -4.0046], [-1.4231, -4.6892, 1.9230], [-3.6295, 0.7087, 0.4048], [-1.4305, 5.2250, -0.6385], [-1.1941, -4.8139, 0.5590], [2.4196, -2.6823, -0.4900], [-2.2809, 0.5366, 0.0752], [0.6888, 4.2766, -1.2676], [3.8368, 2.3848, -0.9444], [2.6791, -2.4683, 1.8601], [0.5118, 2.6245, 5.2006], [3.2047, -4.5787, 0.7972], [3.7105, -5.9894, 0.8752], [0.9164, 1.7757, 4.0317], [-1.7990, 2.6092, 1.2686], [-4.4732, -2.2583, -3.6272], [1.6071, 0.1971, 1.7878], [-4.0559, 1.8017, 1.1453], [-4.0166, -1.6877, -4.8062], [4.6832, 3.0127, -0.0312], [-2.0872, 4.2274, -1.3496], [1.7731, 2.2631, 3.0579], [-0.0400, 5.2475, -0.6048], [2.1210, 1.4809, 1.9635], [-1.6632, -2.4541, 0.2577], [-1.3217, -3.7067, -0.2638], [-1.3627, 3.2395, -1.9940], [0.7278, -0.2794, 2.7633], [-2.6032, -1.2985, -2.4261], [0.0275, 3.2576, -1.9468], [-1.9022, -2.3545, 1.6292], [-2.1573, -0.7313, -3.6237], [1.7154, -2.8965, -2.8640], [-2.1867, -1.3989, 2.0546], [3.3033, -6.6063, 0.0760], [5.5743, 3.5746, -0.2390], [4.7982, -6.0208, 0.7970], [1.3475, -3.8988, -2.7279], [-0.3325, 1.4662, 0.2510], [2.5578, -0.0083, -4.1084], [-5.1052, 1.9121, 1.3847], [2.6430, -1.8798, 2.7649], [1.3600, 3.1772, 5.6034], [0.0940, 2.0160, 5.9998], [-0.9297, -5.7757, 0.1401], [-1.2555, -0.1258, -3.6345], [-3.4768, 3.5988, 2.1696], [3.4368, -6.4455, 1.8251], [-1.1627, -3.8213, -1.3308], [4.4128, 3.0339, 2.1975], [2.1601, 3.2712, 3.1337], [-3.6055, 6.1612, -1.0596], [3.8827, 2.3589, -2.0209], [-4.3671, -0.0181, 0.0838], [0.4558, 6.0269, -0.0420], [-1.0753, 3.3445, 1.5885], [-1.3332, -5.5546, 2.5662], [0.2956, -1.2621, 2.6349], [-2.5011, -0.4795, -5.7246], [-5.3748, -2.8560, -3.6271], [-0.2473, 3.3518, 4.9087], [-4.1323, -2.5347, -1.5400], [-1.8717, 2.4352, -2.5084], [1.5372, -2.3842, -5.0064], [-4.5650, -1.8387, -5.7262], [3.3911, -4.1795, 2.8957], [3.0135, -4.5507, -1.3292], [-1.9826, -3.3722, 3.5181], [-3.1686, 4.1586, -1.3528], [1.7711, 4.3014, -1.2526], [-0.2779, 0.0865, 4.6030]],
  "atomic_forces_ev_per_a": [[-0.1838, -0.4609, -0.4731], [0.1438, 0.0170, 0.0830], [0.6632, 0.1747, -0.1116], [-0.0780, -0.0951, 0.0107], [-0.3202, 0.2223, 0.1067], [-0.0025, -0.0729, 0.0126], [0.2406, 0.1105, -0.1844], [-0.2816, -0.2022, 0.0819], [0.1476, 0.2271, 0.1961], [0.0979, -0.2870, -0.0920], [-0.2859, 0.1826, 0.1107], [-0.0277, -0.0510, -0.0095], [0.0228, -0.0223, -0.0980], [0.0033, -0.0404, 0.1827], [0.0827, 0.2024, -0.0211], [0.1166, 0.0529, 0.0284], [0.1199, 0.2527, 0.1656], [0.4936, -0.0826, 0.1689], [0.0111, -0.0028, -0.0037], [-0.0412, 0.1106, 0.0218], [-0.0036, 0.0610, -0.0080], [-0.0308, 0.0208, 0.0237], [0.0854, 0.1077, 0.1237], [0.0135, -0.0543, 0.0281], [0.0142, -0.0713, 0.0209], [-0.0332, -0.0314, -0.0032], [-0.0176, 0.0053, -0.0319], [-0.0006, 0.0205, -0.0010], [-0.0394, 0.0353, -0.1721], [-0.1320, 0.1752, 0.0700], [0.0497, 0.0137, 0.0534], [-0.0295, 0.0613, -0.1278], [-0.1062, -0.1511, 0.0035], [0.0065, 0.0458, 0.0645], [-0.0063, 0.0330, -0.0663], [-0.0014, -0.0566, 0.0092], [-0.0213, -0.0594, 0.0030], [-0.1455, -0.2050, 0.0798], [-0.0004, -0.0042, -0.0159], [-0.0335, -0.2058, -0.0622], [-0.0436, -0.0171, -0.0023], [-0.0226, -0.0148, 0.0000], [-0.0731, -0.0267, 0.0442], [0.0308, 0.0435, -0.1020], [-0.0859, -0.0734, 0.0033], [-0.0013, -0.0620, 0.0387], [0.0016, 0.1132, 0.0397], [-0.0279, -0.1047, 0.0801], [0.0443, 0.0182, 0.0053], [0.0117, 0.1533, -0.0973], [0.0173, 0.1304, 0.0163], [-0.0552, 0.0140, -0.1140], [0.0090, -0.1230, -0.0631], [-0.0147, -0.0208, -0.0127], [0.0360, 0.0676, -0.0162], [-0.0401, -0.0924, -0.0577], [-0.0135, 0.0286, 0.0153], [-0.0084, -0.0039, -0.0303], [0.0367, 0.0219, -0.0039], [0.0235, 0.0083, -0.0001], [0.0045, -0.0242, -0.0391], [-0.2873, 0.0107, 0.1455], [-0.0707, -0.0353, -0.0118], [-0.0167, -0.0025, 0.0000], [0.0146, -0.0016, -0.0113], [0.0019, 0.0138, -0.0073], [-0.0057, -0.0174, 0.0170], [0.0049, -0.0252, -0.0091], [-0.0084, -0.0134, 0.0308], [0.0019, -0.0084, 0.0038], [0.0009, -0.0182, 0.0181], [-0.0011, 0.0233, -0.0519], [0.0658, 0.0227, 0.0155], [0.0236, 0.0391, -0.0071], [-0.0316, 0.0252, 0.0017], [0.0098, -0.0045, 0.0205], [-0.0015, -0.0483, -0.0373], [-0.0070, 0.0186, -0.0039], [0.0521, 0.0641, 0.0252], [0.0039, -0.0128, 0.0122], [-0.0006, -0.0232, -0.0047], [0.0059, 0.0092, -0.0125], [-0.0142, -0.0089, -0.0035], [-0.0108, 0.0199, -0.0244], [0.0152, -0.0023, 0.0529], [-0.0071, 0.0040, -0.0201], [-0.0094, -0.0046, -0.0180], [-0.0076, 0.0004, -0.0213], [0.0109, -0.0260, 0.0136], [0.0201, -0.0382, -0.0228], [-0.0056, 0.0018, 0.0177], [-0.0265, 0.0188, -0.0023], [-0.0251, 0.0010, -0.0083], [-0.0140, 0.0065, 0.0317]],
  "lowdin_charge": [0.908, 0.668, 0.584, 0.125, -0.382, 0.128, -0.057, -0.025, -0.068, -0.055, -0.048, -0.090, -0.008, 0.024, -0.487, -0.062, -0.183, -0.109, -0.076, -0.015, -0.076, -0.015, -0.119, 0.007, -0.073, -0.073, -0.151, -0.075, -0.110, -0.214, -0.085, -0.126, 0.004, -0.034, -0.263, -0.039, -0.258, -0.073, -0.075, -0.230, -0.064, -0.075, -0.015, -0.027, 0.032, -0.001, -0.125, -0.222, -0.091, -0.107, -0.014, -0.231, -0.619, -0.098, -0.089, -0.017, 0.101, 0.080, 0.110, 0.090, 0.143, 0.069, 0.109, 0.110, 0.115, 0.086, 0.082, 0.106, 0.076, 0.115, 0.082, 0.103, 0.138, 0.130, 0.103, 0.109, 0.109, 0.127, 0.114, 0.108, 0.108, 0.106, 0.107, 0.089, 0.106, 0.110, 0.119, 0.107, 0.124, 0.124, 0.108, 0.125, 0.098, 0.122],
  "e_above_lowest_kcal_mol": 23.7,
  "spin_multiplicity": 1,
  "charge": 1,
  "homo_ev": -10.4
}

No. 2
{
  "formula": "C20H38NO2OsP2Si",
  "method": "wB97M-V/def2-TZVPD",
  "elements": ["Os", "P", "P", "Si", "O", "O", "N", "C", "C", "C", "C", "C", "C", "C", "C", "C", "C", "C", "C", "C", "C", "C", "C", "C", "C", "C", "C", "H", "H", "H", "H", "H", "H", "H", "H", "H", "H", "H", "H", "H", "H", "H", "H", "H", "H", "H", "H", "H", "H", "H", "H", "H", "H", "H", "H", "H", "H", "H", "H", "H", "H", "H", "H", "H", "H"],
  "xyz": [[-0.3628, 0.0993, 0.7002], [1.9389, 0.5862, 1.1911], [-2.3977, 0.1652, -0.3820], [-1.1742, 0.1764, 2.9648], [1.4997, -3.1707, -4.1238], [-0.6992, 1.0631, -6.2427], [-0.1584, 2.2240, 0.0717], [-4.1590, 0.4599, 0.0795], [0.9293, -2.6736, 0.0939], [-0.1623, -1.9667, 0.6465], [-2.1884, 1.8433, -1.1430], [-2.6750, -1.0522, -1.8108], [0.1477, 4.7471, -1.0567], [-0.4635, -1.3749, 3.8123], [-1.0294, 2.6267, -0.9455], [3.2856, 0.2760, -0.0369], [-0.5846, 1.8661, 3.5899], [0.9073, 3.0007, 0.3967], [1.0531, -4.0599, 0.1823], [1.9559, 2.4419, 1.3084], [-1.1873, -4.1926, 1.0028], [0.0219, -4.8425, 0.7016], [0.9991, 4.3188, -0.0426], [-1.3073, -2.7890, 0.8674], [-0.7952, 3.8820, -1.5744], [2.6820, -0.1442, 2.7210], [-3.0737, 0.0809, 3.0036], [2.9906, 0.5844, -1.0464], [-3.5103, 0.9950, 2.5724], [1.7207, 4.9802, 0.4291], [-0.3165, 0.0237, -0.9488], [-1.5373, 4.1745, -2.3203], [-4.8001, 0.6076, -0.8015], [4.2123, 0.8174, 0.2054], [-1.2346, -2.1666, 3.7777], [3.6598, 0.3113, 2.9709], [1.7144, 2.7247, 2.3335], [0.9376, -2.7458, -3.3494], [1.6919, -2.1297, -0.4543], [-0.7362, 2.6474, 2.8118], [-0.2650, -1.0657, 4.8525], [-4.5701, -0.3569, 0.6820], [-1.2665, 2.0322, 4.4444], [0.1253, -5.9250, 0.8193], [-4.1907, 1.4003, 0.6417], [1.9793, 0.0156, 3.5515], [-3.5136, -0.8282, -2.4968], [1.9529, -4.5418, -0.1890], [-3.4616, -0.8292, 2.5155], [-2.0293, -4.7976, 1.3868], [0.2137, 5.7657, -1.4166], [-1.3617, 1.6131, -5.7719], [0.6176, 0.1706, -0.6424], [-2.9635, 2.2181, -1.8180], [-3.3021, 0.0555, 4.0802], [2.9499, 2.8260, 1.0604], [-2.3166, -2.3250, 0.9103], [-1.7483, -1.1712, -2.3950], [0.4657, 1.8155, 3.9329], [1.6146, -2.2902, -4.5548], [3.5541, -0.7863, -0.0985], [2.7980, -1.2304, 2.5524], [0.4614, -1.7547, 3.3346], [-2.9187, -2.0471, -1.4070], [0.1940, 1.4003, -6.0243]],
  "atomic_forces_ev_per_a": [[2.4065, 0.5577, -0.7263], [1.2145, 0.5982, 0.7089], [-2.3359, 1.7347, -2.2051], [-1.3126, -0.7596, 1.0095], [-1.8609, 3.1486, 2.2791], [0.0755, 0.4230, 0.5522], [-2.0042, -2.4462, -0.3318], [-0.1188, -0.1585, 0.5813], [0.4367, -0.2726, 0.4071], [-1.2984, -0.1295, -1.6188], [0.5579, -0.4904, -0.4650], [0.3628, -0.1947, 0.2972], [2.5581, 1.9022, 1.6607], [0.0697, 0.3977, -0.0277], [-0.0743, 0.8745, 0.2990], [-0.0801, -0.2914, -0.3498], [-0.1558, -0.3000, -0.1590], [1.7295, 0.0626, 0.4152], [0.0821, 0.1160, -0.2367], [-0.2854, -0.5554, 0.0646], [-0.2121, 0.2068, 0.2541], [-0.4695, 0.6445, 0.2508], [-1.0603, 0.7968, -1.1965], [-0.1593, -0.7090, 0.5408], [-2.6938, -2.8318, -0.5901], [-0.2073, 0.2545, -0.1306], [0.7403, 0.2749, 0.4453], [-0.0928, 0.0593, 0.2019], [0.0474, -0.4605, 0.2577], [-0.0269, -0.0264, -0.2838], [0.6886, -0.1677, -0.8807], [0.3987, 0.0719, 0.1796], [0.4949, -0.2089, 0.0260], [-0.4428, -0.0258, 0.2315], [0.3878, 0.3646, 0.0775], [-0.4984, -0.2237, -0.2485], [0.2482, -0.1206, 0.3679], [1.4611, -2.0180, -1.8526], [0.2337, 0.0336, 0.3607], [0.1517, -0.4493, 0.6585], [0.0274, -0.4108, -0.1610], [-0.0320, 0.2374, -0.1228], [0.3860, 0.2601, -0.1823], [-0.0441, 0.4538, -0.0734], [-0.0644, -0.3308, 0.0264], [0.3295, -0.1120, -0.1828], [0.4781, 0.4854, 0.5095], [-0.0981, 0.1102, -0.0241], [0.1714, 0.4529, 0.3117], [0.3894, 0.5098, -0.5242], [-0.0103, -0.0501, 0.0297], [0.9248, -0.3648, -0.4281], [0.0225, -0.5446, -0.9331], [0.2571, -0.1661, 0.1593], [-0.3140, -0.0569, -0.2250], [-0.0926, -0.0697, 0.1214], [0.8281, -0.4238, 0.5037], [-0.3211, 0.1244, 0.1807], [-0.5860, 0.2247, -0.1198], [0.3807, -1.1353, -0.4031], [-0.2184, 0.1586, 0.1459], [-0.0268, 0.4834, 0.1040], [-0.5734, 0.2338, 0.4188], [0.2160, 0.2935, 0.1393], [-0.9857, -0.0450, -0.0949]],
  "lowdin_charge": [0.860, 0.802, 0.732, 0.431, -0.113, -0.085, -0.122, -0.257, -0.129, -0.380, -0.161, -0.209, -0.106, -0.201, -0.364, -0.232, -0.193, -0.394, -0.075, -0.271, -0.065, -0.056, -0.032, -0.150, -0.050, -0.222, -0.225, 0.052, 0.023, 0.121, 0.028, 0.110, 0.062, 0.063, 0.044, 0.069, 0.071, 0.071, 0.074, 0.042, 0.044, 0.042, 0.049, 0.118, 0.045, 0.021, 0.061, 0.113, 0.022, 0.117, 0.102, 0.041, 0.049, 0.088, 0.045, 0.098, 0.078, 0.040, 0.025, 0.039, 0.045, 0.057, 0.015, 0.041, 0.042],
  "spin_multiplicity": 5,
  "charge": 1,
  "homo_ev": [-7.4, -11.7],
  "s_squared": 6.052
}